Run w
This record from the OMol25 dataset describes a gas-phase ion, C6H14N3 (charge +1). The level of theory is ωB97M-V/def2-TZVPD.

Geometry as XYZ:
```
23
Properties=species:S:1:pos:R:3
C -0.78 -2.28 0.05
N -0.22 -1.05 -0.53
N 1.19 -0.87 -0.34
C 1.56 0.41 0.00
C 2.95 0.71 0.28
N 0.60 1.17 0.23
C -0.67 0.97 0.10
C -1.34 1.36 -1.25
C -1.57 0.87 1.28
H -1.78 -2.45 -0.15
H -0.25 -3.16 -0.34
H -0.83 -2.31 1.09
H -0.57 -0.98 -1.52
H 1.94 -1.52 -0.32
H 2.88 0.62 1.34
H 3.00 1.77 -0.03
H 3.53 -0.10 -0.17
H -1.90 2.34 -1.08
H -1.94 0.58 -1.67
H -0.45 1.56 -1.82
H -1.07 0.23 2.07
H -2.46 0.33 1.09
H -1.83 1.79 1.69
```

Computed properties:
Highest occupied orbital energy, eV: -13.8409
Charge: +1



Run x
This record from the OMol25 dataset describes a gas-phase ion, C6H14N3 (charge +1). The level of theory is ωB97M-V/def2-TZVPD.

Geometry as XYZ:
```
23
Properties=species:S:1:pos:R:3
C -2.13 2.51 -0.49
N -0.85 2.30 -1.10
N 0.21 1.67 -0.09
C -0.34 1.02 -1.05
C -0.47 -0.36 -1.68
C 0.60 -1.31 -1.02
C 0.32 -1.78 0.44
C 1.43 -1.40 1.33
N 1.34 0.00 1.74
H -2.41 3.60 -0.26
H -3.04 2.14 -1.07
H -2.19 2.07 0.59
H -0.21 -0.34 -2.75
H -1.45 -0.70 -1.81
H 1.50 -0.69 -1.08
H 0.74 -2.17 -1.65
H -0.68 -1.39 0.87
H 0.26 -2.91 0.38
H 1.38 -2.02 2.25
H 2.47 -1.67 0.98
H 0.45 0.16 2.35
H 0.97 0.61 0.93
H 2.09 0.66 2.20
```

Computed properties:
Highest occupied orbital energy, eV: -13.0477
Charge: +1



Short version: run w is the most stable of them.



Run w
This record from the OMol25 dataset describes a gas-phase ion, C6H14N3 (charge +1). The level of theory is ωB97M-V/def2-TZVPD.

Geometry as XYZ:
```
23
Properties=species:S:1:pos:R:3
C 0.46 0.70 0.38
C 2.07 -1.12 -0.18
C 1.14 -1.93 0.64
C -1.80 1.39 0.72
C -2.70 -0.79 -0.78
C 2.44 1.29 -0.62
N -0.86 0.50 0.07
N -1.29 -0.36 -0.70
N 1.62 0.12 -0.30
H 0.54 1.60 0.83
H 2.90 -1.55 -0.83
H 0.82 -1.33 1.55
H 1.74 -2.85 0.97
H 0.21 -2.10 0.06
H -2.49 0.65 1.32
H -1.22 2.10 1.25
H -2.48 1.84 0.00
H -3.46 -0.12 -0.50
H -2.86 -1.21 -1.75
H -2.79 -1.63 -0.14
H 3.49 1.04 -0.86
H 2.39 1.92 0.33
H 2.11 1.85 -1.48
```

Computed properties:
Highest occupied orbital energy (spin up / spin down), eV: -12.0863 / -12.0857
Charge: +1



Run x
This record from the OMol25 dataset describes a gas-phase ion, C6H14N3 (charge +1). The level of theory is ωB97M-V/def2-TZVPD.

Geometry as XYZ:
```
23
Properties=species:S:1:pos:R:3
C -1.23 1.96 -1.47
N -0.85 0.61 -1.09
C -0.93 0.31 0.34
N -2.24 0.22 0.93
C -0.24 -1.04 0.61
C 1.27 -1.06 0.55
C 1.91 -2.39 0.84
C 2.00 -0.03 0.32
N 2.72 0.96 0.01
H -1.04 2.08 -2.53
H -2.28 2.19 -1.28
H -0.61 2.66 -0.92
H -1.41 -0.06 -1.62
H -0.39 1.12 0.85
H -2.72 1.11 0.93
H -2.83 -0.46 0.46
H -0.60 -1.78 -0.10
H -0.54 -1.36 1.61
H 2.93 -2.45 0.46
H 1.32 -3.19 0.39
H 1.94 -2.55 1.91
H 3.09 1.60 0.70
H 2.94 1.15 -0.97
```

Computed properties:
Highest occupied orbital energy, eV: -12.1795
Charge: +1



Short version: run x is the most stable of them.



Run w
This record from the OMol25 dataset describes 2 unconnected molecules or ions with the total composition C6H7N3O2. The level of theory is ωB97M-V/def2-TZVPD.

Geometry as XYZ:
```
18
Properties=species:S:1:pos:R:3
C 0.57 1.41 1.68
C -3.40 -0.27 -1.27
C -2.16 -0.69 -1.20
C -1.02 0.13 -0.75
C 0.26 -0.21 -0.50
C 1.86 1.13 1.27
N -0.42 1.82 2.05
N 2.65 0.18 1.64
N 1.30 -0.99 -0.73
O 1.75 -1.79 0.21
O 1.89 -1.04 -1.83
H -4.11 -0.96 -1.65
H -3.76 0.70 -1.32
H -1.99 -1.85 -1.26
H -1.40 1.05 -0.29
H 2.23 1.92 0.63
H 2.19 -0.50 2.23
H 3.56 -0.06 1.09
```

Computed properties:
Highest occupied orbital energy (spin up / spin down), eV: -8.4764 / -8.4999



Run x
This record from the OMol25 dataset describes C6H7N3O2 in the gas phase. The level of theory is ωB97M-V/def2-TZVPD.

Geometry as XYZ:
```
18
Properties=species:S:1:pos:R:3
C -1.57 1.08 1.37
C -0.16 0.84 1.26
N 0.34 0.25 0.10
C -0.09 -1.08 -0.27
C -1.20 -1.95 0.17
C 0.70 -1.29 -1.41
N 1.39 -0.11 -1.68
C 1.34 0.75 -0.76
N 2.10 1.92 -0.83
O 2.41 2.23 -1.95
O 2.52 2.38 0.28
H -1.99 1.74 2.14
H -2.35 0.63 0.62
H 0.44 1.45 1.95
H -2.21 -1.51 -0.16
H -1.25 -1.99 1.25
H -1.15 -3.03 -0.17
H 0.72 -2.31 -1.91
```

Computed properties:
Highest occupied orbital energy, eV: -9.2992



Short version: run x is the most stable of them.



Run w
This record from the OMol25 dataset describes C6H7N3O2 in the gas phase. The level of theory is ωB97M-V/def2-TZVPD.

Geometry as XYZ:
```
18
Properties=species:S:1:pos:R:3
C 1.64 0.57 -1.62
C 1.47 0.20 -0.38
C 0.19 -0.05 0.25
C -0.40 0.46 1.50
N 0.32 1.36 2.34
O -0.17 1.73 3.38
O 1.47 1.55 1.95
C -1.61 -0.16 1.55
N -1.89 -0.86 0.40
N -0.76 -0.77 -0.33
C -0.90 -1.33 -1.66
H 2.60 0.92 -1.82
H 0.80 0.50 -2.42
H 2.40 0.36 0.19
H -2.28 -0.06 2.30
H -0.74 -0.52 -2.37
H -0.20 -2.19 -1.63
H -1.95 -1.70 -1.64
```

Computed properties:
Highest occupied orbital energy, eV: -9.3103



Run x
This record from the OMol25 dataset describes C6H7N3O2 in the gas phase. The level of theory is ωB97M-V/def2-TZVPD.

Geometry as XYZ:
```
18
Properties=species:S:1:pos:R:3
C -0.70 2.33 0.00
C 0.03 1.02 -0.05
C 1.40 1.01 0.05
C 2.11 -0.18 0.04
N 3.48 -0.14 0.10
N 1.56 -1.37 -0.12
C 0.25 -1.41 -0.04
C -0.58 -0.24 0.02
N -2.11 -0.43 0.05
O -2.46 -1.61 0.12
O -2.84 0.51 -0.12
H -1.45 2.42 -0.82
H 0.11 3.10 -0.14
H -1.27 2.42 0.95
H 1.92 1.94 0.22
H 3.98 0.64 -0.16
H 3.87 -1.02 -0.31
H -0.30 -2.36 -0.14
```

Computed properties:
Highest occupied orbital energy, eV: -9.0474



Short version: run x is the most stable of them.



Run w
This record from the OMol25 dataset describes 2 unconnected molecules or ions with the total composition C3H10NS. The level of theory is ωB97M-V/def2-TZVPD.

Geometry as XYZ:
```
15
Properties=species:S:1:pos:R:3
C 0.62 -1.47 -2.06
C 0.86 -1.18 -0.54
C -0.80 -1.10 1.34
N -0.26 -1.68 0.32
H 0.37 -2.51 -2.22
H -0.18 -0.84 -2.47
H 1.45 -1.24 -2.77
H 1.74 -1.72 -0.17
H 0.88 -0.14 -0.28
H -1.50 -1.69 1.94
H -0.50 -0.06 1.52
H -0.76 -2.54 0.02
S -0.29 2.50 0.61
H 1.03 2.64 0.71
H -0.10 2.27 -0.70
```

Computed properties:
Highest occupied orbital energy, eV: -13.5651
Charge: +1



Run x
This record from the OMol25 dataset describes 2 unconnected molecules or ions with the total composition C3H10NS. The level of theory is ωB97M-V/def2-TZVPD.

Geometry as XYZ:
```
15
Properties=species:S:1:pos:R:3
C 0.59 1.11 -1.06
C -1.32 0.31 0.49
C 0.70 -0.83 0.19
N 0.11 0.50 0.18
S 0.53 -1.89 1.53
H 0.21 0.40 -1.82
H 0.15 2.18 -1.18
H 1.65 1.39 -1.12
H -1.86 -0.43 -0.14
H -1.34 -0.07 1.61
H -1.99 1.23 0.64
H 1.28 -1.17 -0.62
H -0.83 -1.67 -1.24
H 0.30 1.11 0.95
H 1.83 -2.18 1.58
```

Computed properties:
Highest occupied orbital energy (spin up / spin down), eV: -14.2244 / -13.1758
Charge: +1



Short version: run w is the most stable of them.



Run w
This record from the OMol25 dataset describes a gas-phase ion, C3H10NS (charge +1). The level of theory is ωB97M-V/def2-TZVPD.

Geometry as XYZ:
```
15
Properties=species:S:1:pos:R:3
C -0.34 -1.16 -1.00
N 0.68 -2.14 -1.20
H -0.82 -0.85 -1.92
H -1.07 -1.55 -0.30
H 0.98 -1.96 -2.15
H 1.37 -1.96 -0.46
C 1.45 1.24 1.41
S -0.02 0.75 -0.15
C -1.76 0.59 0.99
H 2.08 1.99 0.96
H 1.84 0.23 1.25
H 0.71 1.55 2.13
H -1.59 -0.33 1.55
H -2.28 1.31 1.63
H -2.29 0.44 0.06
```

Computed properties:
Highest occupied orbital energy, eV: -14.3226
Charge: +1



Run x
This record from the OMol25 dataset describes a gas-phase ion, C3H10NS (charge +1). The level of theory is ωB97M-V/def2-TZVPD.

Geometry as XYZ:
```
15
Properties=species:S:1:pos:R:3
C 0.68 -0.54 1.53
N -0.26 -1.40 2.07
H 0.63 0.50 1.82
H 1.66 -0.95 1.32
H -1.22 -1.09 1.96
H -0.12 -1.70 3.02
C -0.52 1.58 -2.08
C -0.51 1.20 -0.60
S 0.20 -0.50 -0.41
H -1.48 1.68 -2.57
H 0.17 1.04 -2.72
H -0.02 2.55 -2.17
H 0.22 1.81 -0.08
H -1.49 1.25 -0.14
H 0.90 -0.50 -1.57
```

Computed properties:
Highest occupied orbital energy, eV: -14.7627
Charge: +1



Short version: run x is the most stable of them.



Run w
This record from the OMol25 dataset describes 13 unconnected molecules or ions with the total composition C13H52N26O13. The level of theory is ωB97M-V/def2-TZVPD.

Geometry as XYZ:
```
104
Properties=species:S:1:pos:R:3
C 5.78 1.07 2.22
O 4.63 0.70 2.46
N 6.33 2.25 2.11
N 6.80 0.25 2.06
H 5.66 2.95 2.39
H 7.29 2.39 1.82
H 6.66 -0.72 2.31
H 7.64 0.72 1.74
C 7.63 -3.47 -1.30
O 7.59 -4.59 -1.79
N 8.69 -2.78 -0.97
N 6.66 -2.59 -1.23
H 8.60 -1.80 -1.18
H 9.64 -3.12 -0.93
H 6.71 -1.73 -0.70
H 5.74 -2.89 -1.52
C -6.20 2.27 -1.53
O -6.12 1.14 -1.86
N -7.19 2.82 -0.86
N -5.49 3.17 -2.14
H -7.87 2.17 -0.50
H -7.19 3.76 -0.47
H -5.82 4.11 -1.98
H -4.77 2.81 -2.75
C -0.37 0.14 0.83
O -0.42 0.94 1.73
N 0.58 -0.73 0.62
N -1.18 0.02 -0.17
H 0.74 -1.13 -0.29
H 1.34 -0.57 1.27
H -1.11 -0.79 -0.77
H -2.10 0.43 -0.28
C -6.06 -4.98 -1.95
O -6.01 -6.13 -2.38
N -6.52 -4.71 -0.72
N -5.41 -3.98 -2.49
H -6.66 -3.74 -0.49
H -7.01 -5.37 -0.12
H -4.91 -4.23 -3.33
H -5.26 -3.15 -1.93
C 1.65 -4.06 -3.33
O 0.76 -3.33 -3.05
N 1.89 -4.44 -4.53
N 2.43 -4.58 -2.46
H 1.42 -4.03 -5.32
H 2.45 -5.24 -4.79
H 1.98 -4.51 -1.56
H 3.06 -5.34 -2.68
C -3.95 1.63 6.60
O -4.12 2.92 6.48
N -4.83 0.86 7.11
N -2.84 1.13 6.26
H -5.77 1.19 7.28
H -4.67 -0.13 7.26
H -2.68 0.15 6.07
H -2.24 1.84 5.87
C 4.17 -5.53 2.73
O 3.21 -5.57 2.05
N 4.94 -6.55 2.98
N 4.56 -4.43 3.41
H 4.64 -7.48 2.72
H 5.69 -6.53 3.67
H 5.15 -4.64 4.20
H 3.98 -3.60 3.44
C -0.96 -0.18 -7.74
O -0.88 -1.21 -8.31
N -0.58 0.88 -8.30
N -1.34 -0.04 -6.48
H -0.60 1.77 -7.82
H 0.03 0.93 -9.09
H -1.43 -0.87 -5.91
H -1.16 0.82 -5.98
C -1.97 6.62 3.90
O -1.23 7.28 3.22
N -2.59 7.04 4.94
N -2.23 5.38 3.62
H -2.55 8.02 5.21
H -3.02 6.40 5.59
H -1.75 4.98 2.83
H -2.73 4.82 4.29
C 3.71 0.68 -4.70
O 3.75 -0.20 -5.44
N 4.56 1.66 -4.79
N 2.84 0.72 -3.71
H 4.42 2.45 -4.17
H 5.35 1.65 -5.43
H 2.05 0.13 -3.95
H 2.89 1.48 -3.05
C -6.62 -0.80 3.55
O -7.20 0.23 3.44
N -7.11 -1.81 4.10
N -5.43 -0.98 3.09
H -7.95 -1.63 4.64
H -6.51 -2.59 4.29
H -4.91 -1.71 3.55
H -4.93 -0.20 2.68
C 2.04 5.76 -0.84
O 2.59 5.25 -1.79
N 1.97 6.99 -0.49
N 1.47 5.06 0.11
H 1.06 7.31 -0.18
H 2.56 7.59 -1.06
H 1.35 4.06 0.02
H 1.06 5.63 0.84
```

Computed properties:
Highest occupied orbital energy, eV: -9.3779



Run x
This record from the OMol25 dataset describes 13 unconnected molecules or ions with the total composition C13H52N26O13. The level of theory is ωB97M-V/def2-TZVPD.

Geometry as XYZ:
```
104
Properties=species:S:1:pos:R:3
C -1.09 2.58 2.82
O -1.31 3.09 1.72
N -0.23 1.71 3.14
N -1.82 2.87 3.92
H 0.21 1.24 2.36
H -0.10 1.51 4.12
H -1.81 2.22 4.69
H -2.45 3.66 3.89
C 2.46 -1.80 -4.25
O 1.98 -1.05 -3.48
N 1.77 -2.70 -4.79
N 3.55 -1.60 -4.81
H 0.81 -2.69 -4.49
H 2.24 -3.43 -5.31
H 3.94 -2.33 -5.38
H 4.08 -0.74 -4.72
C 5.28 -3.58 0.01
O 5.98 -4.21 -0.69
N 4.68 -2.51 -0.48
N 5.15 -3.72 1.33
H 3.73 -2.39 -0.14
H 4.82 -2.32 -1.46
H 5.74 -4.42 1.76
H 4.34 -3.39 1.84
C 1.58 -4.64 -1.06
O 1.41 -3.53 -0.51
N 1.98 -4.71 -2.29
N 1.62 -5.71 -0.44
H 2.18 -3.85 -2.77
H 2.17 -5.62 -2.70
H 1.69 -5.62 0.56
H 2.00 -6.55 -0.87
C -2.58 -3.99 -0.90
O -2.13 -5.12 -0.92
N -1.87 -2.90 -0.93
N -3.84 -3.74 -0.95
H -0.88 -3.09 -1.00
H -2.41 -2.05 -0.95
H -4.45 -4.55 -0.93
H -4.06 -2.78 -0.74
C -1.47 4.38 -3.71
O -0.99 4.00 -2.63
N -1.78 3.67 -4.76
N -1.72 5.69 -3.83
H -1.71 2.68 -4.60
H -2.48 4.17 -5.30
H -1.91 6.09 -4.73
H -1.44 6.30 -3.07
C 2.05 -2.64 3.12
O 2.47 -3.81 3.22
N 1.56 -2.06 2.06
N 2.15 -1.74 3.97
H 1.25 -2.64 1.29
H 1.16 -1.15 2.24
H 2.40 -1.93 4.93
H 1.93 -0.78 3.71
C 3.89 1.36 0.61
O 3.91 2.00 -0.43
N 2.92 0.56 0.99
N 4.93 1.26 1.46
H 2.03 0.68 0.52
H 2.91 0.08 1.88
H 4.87 0.62 2.24
H 5.69 1.87 1.21
C 0.06 0.22 -0.48
O -0.51 0.08 0.59
N 0.88 -0.69 -0.95
N 0.01 1.35 -1.13
H 1.05 -1.43 -0.27
H 1.23 -0.60 -1.89
H 0.54 1.48 -1.98
H -0.67 2.00 -0.76
C -1.67 -2.15 4.13
O -1.95 -2.89 5.03
N -1.77 -0.86 4.28
N -1.50 -2.58 2.91
H -1.45 -0.08 3.73
H -2.20 -0.63 5.16
H -1.37 -1.89 2.18
H -1.37 -3.57 2.77
C -4.37 -0.51 0.74
O -4.57 -1.23 -0.16
N -3.37 0.33 0.86
N -5.29 -0.25 1.69
H -3.62 1.10 1.45
H -2.56 0.36 0.25
H -5.12 0.53 2.30
H -6.20 -0.68 1.60
C 0.61 5.51 -0.03
O 1.41 6.32 0.47
N 0.98 4.38 -0.59
N -0.60 5.86 -0.34
H 0.28 3.88 -1.12
H 1.94 4.07 -0.67
H -0.94 5.33 -1.13
H -0.95 6.79 -0.17
C -4.45 4.68 -0.66
O -4.90 5.63 -1.23
N -5.08 4.00 0.23
N -3.31 4.14 -0.82
H -6.01 4.27 0.53
H -4.70 3.13 0.56
H -2.66 4.00 -0.06
H -2.78 4.41 -1.64
```

Computed properties:
Highest occupied orbital energy, eV: -8.7055



Short version: run x is the most stable of them.



Run w
This record from the OMol25 dataset describes 2 unconnected molecules or ions with the total composition C4H13N2. The level of theory is ωB97M-V/def2-TZVPD.

Geometry as XYZ:
```
19
Properties=species:S:1:pos:R:3
C -2.44 0.63 1.06
N -1.89 1.68 0.24
C -1.40 -0.46 0.96
N -0.78 -0.90 -0.09
C 2.57 -1.03 -1.35
C 2.44 -0.02 -0.23
H -3.42 0.20 0.81
H -2.49 0.96 2.10
H -1.68 1.36 -0.70
H -2.46 2.51 0.19
H -1.29 -1.09 1.87
H -0.31 0.19 0.82
H 3.38 -0.80 -2.04
H -1.50 -1.14 -0.82
H 1.64 -0.93 -1.93
H 2.62 -2.08 -1.07
H 1.45 -0.10 0.22
H 2.40 1.00 -0.64
H 3.15 0.02 0.59
```

Computed properties:
Highest occupied orbital energy, eV: -14.9682
Charge: +1



Run x
This record from the OMol25 dataset describes 2 unconnected molecules or ions with the total composition C4H13N2. The level of theory is ωB97M-V/def2-TZVPD.

Geometry as XYZ:
```
19
Properties=species:S:1:pos:R:3
C 0.93 -1.06 -0.11
N 2.30 -1.32 0.07
C 0.64 0.44 0.39
N -0.69 0.58 0.32
C -3.99 -0.05 0.04
C 1.34 1.43 -0.61
H 0.58 -1.13 -1.14
H 0.35 -1.80 0.45
H 2.45 -2.23 0.48
H 2.90 -1.26 -0.74
H 1.03 0.49 1.43
H -1.08 1.34 0.91
H -2.93 -0.23 0.21
H -4.14 0.92 -0.42
H -4.32 -0.88 -0.60
H -4.51 -0.17 0.98
H 2.39 1.14 -0.61
H 0.86 1.46 -1.58
H 1.28 2.39 -0.13
```

Computed properties:
Highest occupied orbital energy, eV: -14.6384
Charge: +1



Run y
This record from the OMol25 dataset describes a gas-phase ion, C4H13N2 (charge +1). The level of theory is ωB97M-V/def2-TZVPD.

Geometry as XYZ:
```
19
Properties=species:S:1:pos:R:3
C -0.23 2.28 0.40
N -0.62 1.09 -0.36
C -1.22 0.04 0.45
C -0.01 -0.97 0.90
N 1.08 -0.80 -0.08
C 0.89 -1.65 -1.32
H 0.37 2.08 1.29
H -1.10 2.85 0.70
H 0.41 2.91 -0.22
H -1.31 1.37 -1.04
H -1.64 0.36 1.40
H -1.84 -0.69 -0.05
H 0.33 -0.69 1.89
H -0.39 -1.98 0.98
H 1.98 -0.92 0.38
H 0.81 0.18 -0.46
H 1.09 -2.68 -1.03
H 1.69 -1.34 -1.98
H -0.13 -1.53 -1.65
```

Computed properties:
Highest occupied orbital energy, eV: -14.3205
Charge: +1



Short version: run y is the most stable of them.